1.
The following is a quantum chemistry calculation of an isolated molecule of C4H7BrO in a non-equilibrium geometry, from OMol25.

Structure (ORCA input):
```
! RIJCOSX wB97M-V def2-TZVPD def2/J DEFGRID3
* xyz 0 3
C -0.5074 -1.6353 -0.3553
C -0.1427 -0.3786 0.5339
H -1.1144 2.6658 0.5042
O -0.9334 0.7685 0.4086
H 0.5072 2.2682 -0.3005
H -0.2389 -2.5237 0.1359
H 0.2492 2.0017 1.4448
C 0.6552 -0.8642 -0.8779
H -1.5608 -1.5517 -0.8928
C -0.2924 2.0734 0.4635
H 0.4180 -0.6996 1.4299
Br 2.3010 -1.8694 -0.6826
H 0.6595 -0.2550 -1.8117
*
```

The HOMO-LUMO gap (alpha / beta) comes out at 0.1836 / 0.2393 Eh. The energy is -76343.767 eV. The energy relative to the best compared isomer or geometry (same formula, charge and spin) comes out at 78.0 kcal/mol. The expectation value of S² is 2.010.

Here are the natural (NBO) charges for atoms 1 to 8, given in e: atom 1 (C): -0.444, atom 2 (C): 0.177, atom 3 (H): 0.200, atom 4 (O): -0.494, atom 5 (H): 0.193, atom 6 (H): 0.214, atom 7 (H): 0.177, atom 8 (C): -0.435



2.
The following is a quantum chemistry calculation of a cluster of 2 separate species, C4H7BrO2 in total in a non-equilibrium geometry, from OMol25.

Structure (ORCA input):
```
! RIJCOSX wB97M-V def2-TZVPD def2/J DEFGRID3
* xyz 0 1
O -0.4772 -2.3492 1.0751
H 0.8402 1.8971 1.4269
C -0.5067 -2.1822 -0.0929
O -1.4092 0.6026 -0.1307
C 0.6268 0.7988 1.2887
H 0.3354 -1.6770 -0.7171
H 1.8492 1.1180 -0.9137
H -1.7337 0.6895 -1.0216
H 0.3375 1.1555 -2.0118
C -0.0069 0.8180 -0.0730
Br -2.1098 -2.6202 -1.0252
C 0.7182 1.1590 -1.0736
H 1.4820 0.2182 1.1870
H 0.0542 0.3717 2.0819
*
```

The HOMO-LUMO gap comes out at 0.3699 Eh. The energy is -78397.221 eV. The energy relative to the best compared isomer or geometry (same formula, charge and spin) comes out at 30.1 kcal/mol.

Here are the natural (NBO) charges for atoms 1 to 8, given in e: atom 1 (O): -0.488, atom 2 (H): 0.235, atom 3 (C): 0.325, atom 4 (O): -0.699, atom 5 (C): -0.672, atom 6 (H): 0.180, atom 7 (H): 0.211, atom 8 (H): 0.479



3.
The following is a quantum chemistry calculation of an isolated molecule of C4H7BrSi in a non-equilibrium geometry, from OMol25.

Structure (ORCA input):
```
! RIJCOSX wB97M-V def2-TZVPD def2/J DEFGRID3
* xyz 0 3
C -0.2724 1.6100 -0.3290
C 0.0336 -0.7772 1.7006
C 0.5576 -0.9632 -1.5397
H 0.1447 0.1743 2.3313
H 1.1844 -0.2146 -1.9784
C -0.1011 2.7985 -0.1495
Br -2.6134 -0.3871 0.1304
Si -0.3752 -0.1560 -0.0024
H 0.8876 -1.4100 1.6916
H -0.1565 -1.2864 -2.3589
H -0.7088 -1.3920 2.1080
H 1.1928 -1.8387 -1.2512
H 0.2268 3.8424 -0.3528
*
```

The HOMO-LUMO gap (alpha / beta) comes out at 0.2425 / 0.2510 Eh. The energy is -82176.321 eV. The energy relative to the best compared isomer or geometry (same formula, charge and spin) comes out at 0.0 kcal/mol. The expectation value of S² is 2.004.

Here are the natural (NBO) charges for atoms 1 to 8, given in e: atom 1 (C): -0.397, atom 2 (C): -1.127, atom 3 (C): -1.072, atom 4 (H): 0.251, atom 5 (H): 0.240, atom 6 (C): -0.153, atom 7 (Br): -0.342, atom 8 (Si): 1.409



4.
The following is a quantum chemistry calculation of a cluster of 2 separate species, C4H7Cl2N in total in a non-equilibrium geometry, from OMol25.

Structure (ORCA input):
```
! RIJCOSX wB97M-V def2-TZVPD def2/J DEFGRID3
* xyz 0 1
H -2.3731 1.2864 -0.1449
C 0.7923 -1.0782 -0.6052
N 1.2574 -0.0445 -0.1372
H 2.5690 0.7736 1.2219
Cl -2.2355 -2.1707 0.5611
H 3.1641 0.0904 -0.2975
H 2.3637 1.5430 -0.4053
C -1.8274 0.5888 0.5250
Cl -2.1814 -0.5371 -1.8561
H -0.8561 0.9298 0.6219
C 2.4153 0.6658 0.1836
H 1.0234 -2.0149 -0.9271
H -2.4037 0.6743 1.4710
C -1.7080 -0.7066 -0.2112
*
```

The HOMO-LUMO gap (alpha / beta) comes out at 0.2726 / 0.2877 Eh. The energy is -30791.732 eV. The energy relative to the best compared isomer or geometry (same formula, charge and spin) comes out at 102.4 kcal/mol.

Here are the natural (NBO) charges for atoms 1 to 8, given in e: atom 1 (H): 0.228, atom 2 (C): 0.209, atom 3 (N): -0.413, atom 4 (H): 0.224, atom 5 (Cl): -0.010, atom 6 (H): 0.186, atom 7 (H): 0.220, atom 8 (C): -0.707



5.
The following is a quantum chemistry calculation of a cluster of 2 separate species, C4H7Cl2NSi in total in a non-equilibrium geometry, from OMol25.

Structure (ORCA input):
```
! RIJCOSX wB97M-V def2-TZVPD def2/J DEFGRID3
* xyz 0 1
Si 1.6789 0.1423 0.3063
C 1.6305 -0.2455 2.2166
H -0.9361 1.0924 -2.4532
Cl 3.1587 1.3456 -0.2764
C -1.6886 -0.4720 0.2261
H -1.0830 -0.6066 -2.3074
N -1.6090 -1.5096 0.7844
H 2.3187 0.2647 2.8007
H -2.6257 0.4011 -2.3937
H -1.7561 1.6213 -0.2563
H 0.5813 -0.0880 2.4833
C -1.5477 0.3724 -2.0526
Cl 1.8494 -1.5742 -0.8499
H 1.6222 -1.3281 2.3119
C -1.5936 0.5843 -0.5398
*
```

The HOMO-LUMO gap (alpha / beta) comes out at 0.2961 / 0.2442 Eh. The energy is -38673.498 eV. The energy relative to the best compared isomer or geometry (same formula, charge and spin) comes out at 85.7 kcal/mol.

Here are the natural (NBO) charges for atoms 1 to 8, given in e: atom 1 (Si): 1.155, atom 2 (C): -1.091, atom 3 (H): 0.221, atom 4 (Cl): -0.372, atom 5 (C): 0.165, atom 6 (H): 0.233, atom 7 (N): -0.293, atom 8 (H): 0.244



6.
The following is a quantum chemistry calculation of a cluster of 2 separate species, C4H7Cl2O3P in total in a non-equilibrium geometry, from OMol25.

Structure (ORCA input):
```
! RIJCOSX wB97M-V def2-TZVPD def2/J DEFGRID3
* xyz -2 1
H 3.4974 -0.8576 1.2173
C -1.6574 0.7363 -0.1222
Cl -2.8137 1.8418 -0.9688
Cl -1.7309 1.1608 1.6896
H 1.6965 0.5904 -1.8096
O -2.3418 -1.5215 -1.6099
P -2.5244 -0.9130 -0.2272
H 2.3119 -1.5717 -0.0273
C 2.0183 0.4845 0.3715
H -0.6871 -1.0874 0.9634
O -1.3757 -1.7482 0.7384
C 1.2217 0.8945 -0.7694
H 0.0593 0.4468 -0.7064
H 1.1882 2.0259 -0.5973
H 2.3566 1.2687 0.9252
C 2.6377 -0.6729 0.4841
O -3.8566 -1.0774 0.4486
*
```

The HOMO-LUMO gap comes out at 0.2012 Eh. The energy is -44736.904 eV. The energy relative to the best compared isomer or geometry (same formula, charge and spin) comes out at 125.3 kcal/mol.

Here are the natural (NBO) charges for atoms 1 to 8, given in e: atom 1 (H): 0.154, atom 2 (C): -0.749, atom 3 (Cl): -0.185, atom 4 (Cl): -0.239, atom 5 (H): 0.189, atom 6 (O): -1.201, atom 7 (P): 2.269, atom 8 (H): 0.189



7.
The following is a quantum chemistry calculation of a cluster of 2 separate species, C4H7Cl2O6S in total in a non-equilibrium geometry, from OMol25.

Structure (ORCA input):
```
! RIJCOSX wB97M-V def2-TZVPD def2/J DEFGRID3
* xyz -1 1
C 1.9485 -0.6563 -0.1241
Cl -1.8246 -1.7863 -0.1033
H 2.3162 -1.1970 -1.0089
O -1.6318 0.8323 -1.2190
C 0.8791 -1.5033 0.5010
C -0.1834 -1.9975 -0.5468
H 0.2327 -0.8975 1.2035
S -2.2898 0.9770 0.0448
O -2.6447 2.5449 0.1793
O 0.1121 -2.3847 -1.6027
O -1.4150 0.7480 1.1875
C 1.4038 0.7171 -0.4364
H 1.2233 -2.3969 1.1075
H 0.1336 1.2102 0.8011
Cl 2.7939 1.5737 -1.1271
H 2.9270 -0.7198 0.5023
H -2.2615 2.6951 1.0371
H 0.7665 0.6136 -1.3119
O 1.1012 1.3935 0.7617
O -3.5869 0.2341 0.1543
*
```

The HOMO-LUMO gap comes out at 0.3493 Eh. The energy is -52428.691 eV. The energy relative to the best compared isomer or geometry (same formula, charge and spin) comes out at 26.8 kcal/mol.

Here are the natural (NBO) charges for atoms 1 to 8, given in e: atom 1 (C): -0.448, atom 2 (Cl): 0.013, atom 3 (H): 0.224, atom 4 (O): -1.012, atom 5 (C): -0.532, atom 6 (C): 0.530, atom 7 (H): 0.259, atom 8 (S): 2.548



8.
The following is a quantum chemistry calculation of a cluster of 4 separate species, C4H7Cl9 in total, from OMol25.

Structure (ORCA input):
```
! RIJCOSX wB97M-V def2-TZVPD def2/J DEFGRID3
* xyz 0 1
H 14.1888 7.0754 -13.7116
Cl 15.5988 5.1966 -13.6561
H 15.3310 7.1494 -12.3756
C 19.9010 7.9379 -15.3576
C 21.1852 11.9588 -12.2896
Cl 20.5521 7.3220 -13.8298
H 21.4817 12.9781 -12.4999
H 18.8126 9.2548 -12.3006
Cl 19.9511 11.5079 -13.4898
Cl 17.8723 7.4194 -11.2025
Cl 16.8729 10.1456 -11.3307
C 18.3048 9.1307 -11.3548
H 20.7300 11.8741 -11.3107
Cl 20.8822 7.4416 -16.7388
Cl 19.4044 9.5958 -10.0708
H 19.8948 9.0166 -15.3028
Cl 22.5738 10.8790 -12.3412
Cl 16.2719 7.9410 -14.3705
C 15.2197 6.8985 -13.4250
H 18.9204 7.4988 -15.4872
*
```

The HOMO-LUMO gap comes out at 0.4185 Eh. The energy is -116963.486 eV. The energy relative to the best compared isomer or geometry (same formula, charge and spin) comes out at 0.0 kcal/mol.

Here are the natural (NBO) charges for atoms 1 to 8, given in e: atom 1 (H): 0.223, atom 2 (Cl): -0.015, atom 3 (H): 0.230, atom 4 (C): -0.395, atom 5 (C): -0.392, atom 6 (Cl): -0.033, atom 7 (H): 0.225, atom 8 (H): 0.239



9.
The following is a quantum chemistry calculation of a structure of composition C4H7ClFN in a non-equilibrium geometry, from OMol25.

Structure (ORCA input):
```
! RIJCOSX wB97M-V def2-TZVPD def2/J DEFGRID3
* xyz 0 1
H -0.9110 -1.0277 1.9922
H -1.3403 1.9077 -1.3287
H 1.8064 -1.6660 -1.1855
C -1.1334 0.2856 0.0159
F -0.5970 -2.0710 -0.1808
C 1.2619 -0.5163 -0.7283
H 0.6317 1.5631 -0.6385
H 0.1265 0.4530 2.0635
H -2.1294 -0.0970 -0.0391
C -0.4546 -0.2071 1.3990
C -0.0157 -0.8353 0.0924
H 0.8766 0.4055 -1.6634
N -0.8092 1.7765 -0.1244
Cl 2.6874 0.0290 0.3258
*
```

The HOMO-LUMO gap comes out at 0.3575 Eh. The energy is -20984.505 eV. The energy relative to the best compared isomer or geometry (same formula, charge and spin) comes out at 145.6 kcal/mol.

Here are the natural (NBO) charges for atoms 1 to 8, given in e: atom 1 (H): 0.236, atom 2 (H): 0.339, atom 3 (H): 0.297, atom 4 (C): -0.131, atom 5 (F): -0.344, atom 6 (C): -0.446, atom 7 (H): 0.310, atom 8 (H): 0.250



10.
The following is a quantum chemistry calculation of an isolated molecule of C4H7ClN2 in a non-equilibrium geometry, from OMol25.

Structure (ORCA input):
```
! RIJCOSX wB97M-V def2-TZVPD def2/J DEFGRID3
* xyz 0 1
C 0.3553 -1.6653 0.1696
H 1.1118 1.8105 -0.0646
Cl -2.0238 0.1366 0.9772
H -0.1708 2.4115 1.1378
C 0.3125 1.5053 0.6408
N -0.4780 -0.7509 -2.0972
C -0.7135 0.6587 -0.0042
H 1.3407 -2.0419 -0.0617
H -1.1343 1.2527 -0.7397
H 0.7641 1.0205 1.4070
H -0.2686 -2.5271 0.1536
N 0.5997 -0.1809 -1.9849
H 0.3497 -1.1520 1.2078
C -0.0447 -0.4776 -0.7415
*
```

The HOMO-LUMO gap comes out at 0.3899 Eh. The energy is -19761.787 eV. The energy relative to the best compared isomer or geometry (same formula, charge and spin) comes out at 67.9 kcal/mol.

Here are the natural (NBO) charges for atoms 1 to 8, given in e: atom 1 (C): -0.647, atom 2 (H): 0.230, atom 3 (Cl): -0.011, atom 4 (H): 0.222, atom 5 (C): -0.609, atom 6 (N): -0.045, atom 7 (C): -0.259, atom 8 (H): 0.222



11.
The following is a quantum chemistry calculation of an isolated molecule of C4H7ClN2 in a non-equilibrium geometry, from OMol25.

Structure (ORCA input):
```
! RIJCOSX wB97M-V def2-TZVPD def2/J DEFGRID3
* xyz 0 3
Cl 2.3598 -0.2931 -0.6461
N 0.5393 -2.0258 0.5508
N -0.5547 -1.9151 -0.0007
H 0.1595 -0.7839 -2.2015
C -0.6086 -0.4717 -0.3455
H -1.2889 -0.0280 0.2797
H 1.0777 1.1783 1.5225
H -0.7859 0.8034 -2.0991
C 1.3157 0.1516 1.7565
C -0.6680 -0.1933 -1.8520
H 2.4356 0.2105 1.8830
H -1.4343 -0.9031 -2.2269
H 0.7255 -0.1139 2.6165
C 1.0618 -0.5734 0.4583
*
```

The HOMO-LUMO gap (alpha / beta) comes out at 0.2744 / 0.2775 Eh. The energy is -19758.014 eV. The energy relative to the best compared isomer or geometry (same formula, charge and spin) comes out at 38.7 kcal/mol. The expectation value of S² is 2.007.

Here are the natural (NBO) charges for atoms 1 to 8, given in e: atom 1 (Cl): 0.014, atom 2 (N): -0.165, atom 3 (N): -0.197, atom 4 (H): 0.237, atom 5 (C): -0.001, atom 6 (H): 0.191, atom 7 (H): 0.229, atom 8 (H): 0.226



12.
The following is a quantum chemistry calculation of an isolated molecule of C4H7ClN2O in a non-equilibrium geometry, from OMol25.

Structure (ORCA input):
```
! RIJCOSX wB97M-V def2-TZVPD def2/J DEFGRID3
* xyz 0 1
H -1.6554 1.7950 2.4440
Cl -0.6865 -2.4218 -0.0585
H -0.0940 0.8685 -1.8168
H 1.1822 -2.5315 -1.4410
H -0.5792 3.1375 1.8052
H 2.2341 -2.1708 -2.7870
C 0.2103 -0.1380 -1.4621
C -0.7628 0.0587 0.7432
H -1.1068 -0.4543 1.6723
N 1.6516 -1.8534 -2.0279
O -0.5467 1.4019 0.7627
H 0.0917 1.6795 2.6959
C -0.3307 -0.7168 -0.2353
N 1.0816 -0.6726 -2.2778
C -0.6895 2.0180 1.9831
*
```

The HOMO-LUMO gap comes out at 0.3270 Eh. The energy is -21809.112 eV. The energy relative to the best compared isomer or geometry (same formula, charge and spin) comes out at 58.3 kcal/mol.

Here are the natural (NBO) charges for atoms 1 to 8, given in e: atom 1 (H): 0.173, atom 2 (Cl): -0.014, atom 3 (H): 0.218, atom 4 (H): 0.366, atom 5 (H): 0.204, atom 6 (H): 0.376, atom 7 (C): -0.088, atom 8 (C): 0.142



> What is the energy relative to the best compared isomer or geometry (same formula, charge and spin) in the fifth record?

85.7 kcal/mol